Record 1
Here is 8 unconnected molecules or ions with the total composition C28H79N7O8 in a non-equilibrium geometry from OMol25. Energies are from wB97M-V/def2-TZVPD.

## Properties
Strongest force on any atom in eV/Å: 3.7
2S+1: 2
Molecular weight in g/mol: 641.98
Orbital gap (spin up / spin down) in eV: 1.39 / 8.58
Net charge: -1
HOMO energy (spin up / spin down) in eV: 0.822 / -6.424

Last column: Mulliken spin population.
CARTESIAN COORDINATES (ANGSTROEM)
C -2.4207 8.3895 15.1737  0.023
C -2.1228 6.9670 15.8032  0.014
C -0.7579 6.3768 15.3851  -0.008
O -0.8406 4.9946 15.7428  -0.011
C 0.4284 4.3690 15.6646  0.019
N -2.2750 7.0871 17.2330  -0.010
H -1.6858 9.1661 15.3855  0.028
H -3.4673 8.6938 15.1665  -0.013
H -2.3040 8.2905 14.0945  -0.022
H -2.8226 6.1912 15.4927  0.027
H -0.0492 6.9860 15.9461  -0.001
H -0.6235 6.5024 14.3107  -0.004
H 1.0186 4.4637 16.5761  0.000
H 1.0506 4.7515 14.8555  0.001
H 0.3230 3.2942 15.5168  -0.004
H -3.2124 7.3786 17.4706  0.013
H -2.1756 6.1464 17.5871  -0.003
C -3.3031 4.4865 21.0226  -0.024
C -2.1156 3.6329 20.4746  0.017
C -2.0529 3.5391 18.9110  0.016
O -3.1628 2.8552 18.3631  -0.033
C -3.1360 2.8249 16.8836  0.054
N -0.8384 4.0371 21.1353  -0.004
H -4.2775 4.0231 20.8680  0.021
H -3.3469 5.4875 20.5934  0.032
H -3.2943 4.5689 22.1095  -0.024
H -2.3754 2.6217 20.7877  0.003
H -1.1448 3.1748 18.4307  0.003
H -1.9137 4.5355 18.4917  -0.010
H -3.8772 2.1867 16.4026  -0.016
H -2.1595 2.4242 16.6113  -0.001
H -3.2904 3.7969 16.4152  0.010
H -0.0716 3.6028 20.6418  0.002
H -0.7338 3.8017 22.1119  -0.001
C -9.6016 5.7209 18.3280  0.677
C -8.4144 6.1210 19.1958  -0.933
C -8.9178 7.0401 20.2939  0.840
O -7.8683 7.3198 21.2348  -2.075
C -8.2169 8.3663 22.0725  2.577
N -7.7970 4.8534 19.7071  0.222
H -10.0844 6.6045 17.9106  -0.088
H -10.3771 5.2313 18.9171  -0.170
H -9.3027 4.9955 17.5713  0.048
H -7.7142 6.5395 18.4728  -0.161
H -9.7978 6.6318 20.7908  -0.059
H -9.2285 8.0054 19.8940  -0.030
H -7.7073 8.2143 23.0240  -0.009
H -9.2792 8.4271 22.3086  -0.179
H -7.8928 9.3360 21.6946  -0.001
H -7.0846 5.1376 20.3643  -0.018
H -8.3851 4.4687 20.4325  0.047
C -1.7335 10.6266 21.7407  0.007
C -3.0593 9.9097 21.4530  -0.041
C -4.1477 10.8874 20.9721  -0.244
O -4.3373 11.8624 21.9754  -0.138
C -5.5065 12.6709 21.7675  0.314
N -2.8353 8.8903 20.4543  0.024
H -1.0216 9.8051 21.6601  0.001
H -1.5887 11.1803 22.6684  0.001
H -1.6337 11.3307 20.9147  -0.003
H -3.4286 9.4820 22.3851  0.003
H -5.0034 10.2334 20.8041  0.069
H -3.8372 11.3788 20.0501  -0.018
H -5.5229 13.1660 20.7966  0.007
H -5.6086 13.3482 22.6154  -0.071
H -6.2756 11.8996 21.8080  0.043
H -3.6834 8.3418 20.4521  0.003
H -2.1174 8.2653 20.7918  -0.003
C -5.5106 9.8821 17.6617  0.110
C -6.2538 8.5077 17.7024  -0.390
C -7.1009 8.3866 16.3636  0.065
O -8.0896 9.4191 16.2308  -0.348
C -8.4831 9.6279 14.8728  0.251
N -5.2196 7.5329 17.6722  -0.048
H -6.2029 10.7229 17.7054  0.045
H -4.8773 10.0190 16.7852  0.032
H -4.8465 9.9758 18.5210  -0.045
H -6.9072 8.4668 18.5739  0.144
H -7.6814 7.4646 16.3322  0.145
H -6.4141 8.3873 15.5172  0.087
H -7.6666 9.6802 14.1526  0.023
H -8.9672 10.6042 14.8473  -0.025
H -9.2711 8.8850 14.7494  -0.016
H -4.7859 7.5500 16.7602  0.035
H -5.5041 6.5685 17.5771  -0.034
C -6.3830 4.7460 22.9062  -0.456
C -7.6730 4.5234 23.7014  1.012
C -8.7757 3.6101 23.1360  -0.333
O -9.2502 4.1342 21.8893  -1.544
C -10.5256 3.6108 21.6173  1.338
N -7.4244 4.1776 25.0908  -0.301
H -6.4850 5.1622 21.9040  -0.039
H -5.6900 3.9122 22.7934  -0.083
H -5.8687 5.5547 23.4254  0.137
H -8.1244 5.5144 23.7491  0.306
H -9.5773 3.4090 23.8467  0.191
H -8.2654 2.6569 22.9980  0.079
H -10.4620 2.5229 21.5929  -0.035
H -10.8055 3.7952 20.5801  0.159
H -11.2966 4.0079 22.2775  -0.397
H -8.2735 4.3683 25.6035  -0.147
H -6.8004 4.8045 25.5781  -0.051
C -3.2989 10.5343 27.7164  0.022
C -3.2958 11.0240 26.2394  -0.036
C -4.2236 10.3186 25.1797  0.094
O -4.0418 8.9392 24.8506  -0.080
C -5.1019 8.2442 24.1634  0.189
N -3.5215 12.3947 26.3593  0.018
H -4.1544 10.8137 28.3313  -0.004
H -2.4746 11.0331 28.2262  0.001
H -3.2231 9.4542 27.8421  -0.006
H -2.2683 10.8956 25.8989  0.002
H -4.2254 10.9626 24.3004  0.025
H -5.2200 10.3727 25.6182  -0.019
H -5.9470 8.3259 24.8470  -0.066
H -4.7138 7.2389 23.9999  0.002
H -5.3129 8.6116 23.1591  0.049
H -4.4499 12.5756 26.7135  -0.012
H -2.9482 12.8745 27.0383  -0.008
O -5.2248 7.7326 20.4629  0.238
H -5.1067 7.7785 19.5141  0.025
H -6.1133 7.3956 20.5781  -0.037

Record 2
Here is a gas-phase ion, C19H18B2BrClN2O10P (charge -1) in a non-equilibrium geometry from OMol25. Energies are from wB97M-V/def2-TZVPD.

## Properties
Strongest force on any atom in eV/Å: 7.8
2S+1: 1
Molecular weight in g/mol: 602.31
Orbital gap in eV: 4.35
Net charge: -1
HOMO energy in eV: -2.903

Last column: Löwdin charge in e.
CARTESIAN COORDINATES (ANGSTROEM)
C 5.9390 0.1947 -0.9492  -0.109
O 4.6814 -0.2248 -1.5170  -0.201
C 3.9040 -0.8363 -0.4760  -0.253
C 2.3558 -0.5735 -0.6053  -0.091
C 1.9358 0.8460 -0.3434  0.041
B 2.9964 2.0294 0.0083  -0.571
O 3.2123 3.0966 -0.9004  0.126
O 3.6904 2.0519 1.2310  0.130
C 0.5005 1.2530 -0.3786  -0.068
C 0.0346 2.6894 -0.0620  -0.141
C -0.5540 3.6400 -1.0799  0.009
C -0.9834 4.9554 -0.5633  -0.147
N -0.9269 5.4812 0.6997  0.017
C -0.3877 4.6549 1.6553  -0.130
C 0.0778 3.2983 1.3065  -0.001
C -0.4956 0.2054 -0.6929  0.025
C -0.0804 -1.2287 -0.9726  -0.024
C 1.3454 -1.6669 -0.9280  -0.249
P 2.0811 -3.3779 -1.1727  0.610
O 1.0257 -4.5599 -1.7526  -0.797
Cl 3.4279 -3.0453 -2.8289  0.146
C -1.2553 -2.2011 -1.2785  -0.337
O -1.3982 -2.9580 -2.2092  0.055
C -2.5111 -2.0172 -0.2846  -0.048
C -3.2703 -3.1955 0.4183  -0.048
B -2.6878 -3.2171 1.9599  -0.585
O -1.4078 -3.7218 2.2519  0.014
O -3.4304 -2.6755 3.0701  0.063
C -2.8738 -0.7007 -0.0661  -0.064
C -4.0634 -0.2590 0.8617  -0.120
O -5.1306 0.3004 0.0284  -0.092
N -6.1386 0.7663 0.8383  -0.047
O -7.0169 1.1057 0.1162  0.028
C -2.0619 0.4905 -0.7117  -0.250
O -2.5699 1.4855 -1.1839  0.101
H 6.4721 0.8401 -1.7082  0.100
H 6.6246 -0.6800 -0.7176  0.100
H 5.8206 0.8211 -0.0178  0.087
H 4.1741 -1.9353 -0.4629  0.076
H 4.1944 -0.4493 0.5571  0.115
H 2.3320 3.4715 -1.1104  0.092
H 3.6770 1.1866 1.6760  0.095
H -0.6857 3.3319 -2.1494  0.118
H -1.4546 5.6319 -1.3393  0.106
H -0.3242 4.9717 2.7362  0.107
H 0.4970 2.6626 2.1396  0.112
H 0.7660 -4.3021 -2.6830  0.048
H -3.0275 -4.1924 -0.0400  0.069
H -4.3837 -3.0044 0.5283  0.114
H -1.0523 -3.2502 3.0366  0.109
H -3.1643 -1.7357 3.1532  0.093
H -4.4215 -1.0591 1.5618  0.105
H -3.6545 0.5910 1.5013  0.137
Br -0.3541 -4.9854 -0.1502  0.225

Record 3
Here is 2 unconnected molecules or ions with the total composition C3H9S2 from OMol25. Energies are from wB97M-V/def2-TZVPD.

## Properties
Strongest force on any atom in eV/Å: 0.9
2S+1: 1
Molecular weight in g/mol: 109.24
Orbital gap in eV: 5.33
Net charge: -1
HOMO energy in eV: -2.136

Last column: Löwdin charge in e.
CARTESIAN COORDINATES (ANGSTROEM)
C -0.7590 0.2565 1.5326  -0.253
C -1.2598 1.1462 0.3803  -0.629
S 0.1919 1.9022 -0.4314  0.657
H -0.2485 0.8651 2.3253  0.069
H 0.0062 -0.4523 1.1419  -0.104
H -1.5947 -0.3097 1.9816  0.064
H -1.7717 0.5105 -0.3526  0.058
H -1.9575 1.9343 0.7485  0.057
H -0.4535 2.5958 -1.3757  -0.184
C 1.5753 -1.6590 -1.3147  -0.731
S 1.4892 -1.9911 0.4666  0.087
H 1.4830 -0.5902 -1.5178  -0.057
H 2.5384 -2.0205 -1.7122  -0.026
H 0.7606 -2.1877 -1.8725  -0.008

Record 4
Here is a molecular structure, C12H11CoO4P in a non-equilibrium geometry from OMol25. Energies are from wB97M-V/def2-TZVPD.

## Properties
Strongest force on any atom in eV/Å: 7.6
2S+1: 4
Molecular weight in g/mol: 309.12
Orbital gap (spin up / spin down) in eV: 8.76 / 5.66
Net charge: +2
HOMO energy (spin up / spin down) in eV: -16.513 / -17.670

Last column: Mulliken spin population.
CARTESIAN COORDINATES (ANGSTROEM)
O -0.0560 -2.9637 -2.4113  0.074
C -0.1750 -1.8124 -2.4025  0.015
Co 0.3482 -0.1309 -2.1941  1.700
O -2.4640 -0.1746 -5.3202  -0.011
C -1.7182 -0.1714 -4.4659  0.071
C 1.9974 -0.1087 -2.8588  0.014
O 3.1677 -0.1579 -2.9793  -0.002
C -0.1016 1.5676 -2.3424  0.040
O 0.0017 2.7162 -2.3192  0.053
C 2.1331 0.8911 0.8738  0.015
P 0.9305 -0.1045 -0.1374  0.056
C 1.7816 -1.7061 0.1613  0.010
C -0.5487 0.0907 1.0032  0.158
C -0.5081 -0.4502 2.2872  0.217
C -1.5408 -0.1722 3.1866  0.032
C -2.5914 0.6640 2.8059  0.206
C -2.6138 1.2500 1.5358  0.242
C -1.5724 0.9762 0.6349  0.087
H 3.1385 0.8597 0.4582  0.004
H 2.1583 0.4409 1.8701  -0.003
H 1.8077 1.9253 0.9809  0.000
H 2.1567 -1.7928 1.1759  0.002
H 1.1507 -2.5423 -0.1221  0.000
H 2.6277 -1.6766 -0.5292  -0.002
H 0.3520 -1.0488 2.5668  0.017
H -1.5122 -0.6122 4.1703  0.004
H -3.4060 0.8677 3.4863  0.007
H -3.4141 1.9084 1.2261  -0.003
H -1.5299 1.4673 -0.3412  -0.003

> What is the formula in the third record?

C3H9S2

Please write out number 2 again, unchanged.
Here is a gas-phase ion, C19H18B2BrClN2O10P (charge -1) in a non-equilibrium geometry from OMol25. Energies are from wB97M-V/def2-TZVPD.

## Properties
Strongest force on any atom in eV/Å: 7.8
2S+1: 1
Molecular weight in g/mol: 602.31
Orbital gap in eV: 4.35
Net charge: -1
HOMO energy in eV: -2.903

Last column: Löwdin charge in e.
CARTESIAN COORDINATES (ANGSTROEM)
C 5.9390 0.1947 -0.9492  -0.109
O 4.6814 -0.2248 -1.5170  -0.201
C 3.9040 -0.8363 -0.4760  -0.253
C 2.3558 -0.5735 -0.6053  -0.091
C 1.9358 0.8460 -0.3434  0.041
B 2.9964 2.0294 0.0083  -0.571
O 3.2123 3.0966 -0.9004  0.126
O 3.6904 2.0519 1.2310  0.130
C 0.5005 1.2530 -0.3786  -0.068
C 0.0346 2.6894 -0.0620  -0.141
C -0.5540 3.6400 -1.0799  0.009
C -0.9834 4.9554 -0.5633  -0.147
N -0.9269 5.4812 0.6997  0.017
C -0.3877 4.6549 1.6553  -0.130
C 0.0778 3.2983 1.3065  -0.001
C -0.4956 0.2054 -0.6929  0.025
C -0.0804 -1.2287 -0.9726  -0.024
C 1.3454 -1.6669 -0.9280  -0.249
P 2.0811 -3.3779 -1.1727  0.610
O 1.0257 -4.5599 -1.7526  -0.797
Cl 3.4279 -3.0453 -2.8289  0.146
C -1.2553 -2.2011 -1.2785  -0.337
O -1.3982 -2.9580 -2.2092  0.055
C -2.5111 -2.0172 -0.2846  -0.048
C -3.2703 -3.1955 0.4183  -0.048
B -2.6878 -3.2171 1.9599  -0.585
O -1.4078 -3.7218 2.2519  0.014
O -3.4304 -2.6755 3.0701  0.063
C -2.8738 -0.7007 -0.0661  -0.064
C -4.0634 -0.2590 0.8617  -0.120
O -5.1306 0.3004 0.0284  -0.092
N -6.1386 0.7663 0.8383  -0.047
O -7.0169 1.1057 0.1162  0.028
C -2.0619 0.4905 -0.7117  -0.250
O -2.5699 1.4855 -1.1839  0.101
H 6.4721 0.8401 -1.7082  0.100
H 6.6246 -0.6800 -0.7176  0.100
H 5.8206 0.8211 -0.0178  0.087
H 4.1741 -1.9353 -0.4629  0.076
H 4.1944 -0.4493 0.5571  0.115
H 2.3320 3.4715 -1.1104  0.092
H 3.6770 1.1866 1.6760  0.095
H -0.6857 3.3319 -2.1494  0.118
H -1.4546 5.6319 -1.3393  0.106
H -0.3242 4.9717 2.7362  0.107
H 0.4970 2.6626 2.1396  0.112
H 0.7660 -4.3021 -2.6830  0.048
H -3.0275 -4.1924 -0.0400  0.069
H -4.3837 -3.0044 0.5283  0.114
H -1.0523 -3.2502 3.0366  0.109
H -3.1643 -1.7357 3.1532  0.093
H -4.4215 -1.0591 1.5618  0.105
H -3.6545 0.5910 1.5013  0.137
Br -0.3541 -4.9854 -0.1502  0.225

> Look up the molecular weight of the fourth one.

309.12 g/mol

> What is the formula in the first record?

C28H79N7O8